Entry 1:
Formula: C3H5N3
Source: OMol25
Level of theory: the ωB97M-V functional and the def2-TZVPD basis

Each line ends with the natural charge from an NBO analysis.
Element x y z (Å)
C1 -1.63 0.00 0.16  -0.40
N1 -0.19 -0.01 -0.15  -0.32
C2 0.80 0.89 0.47  -0.19
C3 1.91 0.11 0.17  -0.20
N2 1.61 -1.10 -0.40  -0.17
N3 0.36 -1.20 -0.61  -0.07
H1 -2.16 -0.47 -0.67  0.22
H2 -1.79 -0.57 1.07  0.23
H3 -1.94 1.03 0.31  0.23
H4 0.09 0.97 -0.72  0.45
H5 2.94 0.35 0.37  0.22

HOMO energy in eV: -9.73
LUMO in eV: 0.669

=====

Entry 2:
Formula: C3H5N3
Source: OMol25
Level of theory: the ωB97M-V functional and the def2-TZVPD basis

Each line ends with the natural charge from an NBO analysis.
Element x y z (Å)
C1 -1.66 -0.30 -0.05  -0.65
C2 -0.26 0.15 0.23  0.09
N1 0.62 -0.97 0.68  -0.26
N2 1.74 -0.56 0.15  -0.13
N3 1.72 0.58 -0.49  -0.27
C3 0.55 1.18 -0.22  -0.12
H1 -2.02 -0.74 0.88  0.23
H2 -2.40 0.40 -0.47  0.23
H3 -1.54 -1.11 -0.79  0.23
H4 2.68 -0.92 0.26  0.41
H5 0.57 2.29 -0.19  0.24

HOMO energy in eV: -9.00
LUMO in eV: 1.138

=====

Entry 3:
Formula: C3H5N3
Source: OMol25
Level of theory: the ωB97M-V functional and the def2-TZVPD basis

Each line ends with the natural charge from an NBO analysis.
Element x y z (Å)
N1 0.65 1.77 0.13  -0.81
C1 0.20 0.45 0.09  0.34
C2 -0.73 -0.31 0.79  -0.46
C3 -0.79 -1.52 0.08  -0.02
N2 0.07 -1.59 -0.91  -0.29
N3 0.67 -0.37 -0.89  -0.37
H1 0.10 2.35 0.75  0.39
H2 0.64 2.21 -0.79  0.38
H3 -0.83 -0.43 1.86  0.24
H4 -1.48 -2.32 0.31  0.20
H5 1.51 -0.23 -1.41  0.41

HOMO energy in eV: -8.37
LUMO in eV: 0.883

=====

Entry 4:
Formula: C3H5N3
Source: OMol25
Level of theory: the ωB97M-V functional and the def2-TZVPD basis

Each line ends with the natural charge from an NBO analysis.
Element x y z (Å)
N1 0.02 1.60 1.61  -0.80
C1 -0.38 0.94 0.50  0.38
C2 -0.57 -0.31 -0.20  -0.20
N2 0.32 -2.20 -1.36  -0.61
C3 0.51 -1.02 -0.94  0.11
N3 -0.82 1.13 -0.66  -0.39
H1 -0.18 2.60 1.64  0.40
H2 0.03 1.12 2.49  0.40
H3 -1.44 -0.93 0.00  0.20
H4 1.11 -2.51 -1.92  0.34
H5 1.41 -0.42 -1.16  0.15

HOMO energy in eV: -9.60
LUMO in eV: 0.747

=====

Entry 5:
Formula: C3H5N3
Source: OMol25
Level of theory: the ωB97M-V functional and the def2-TZVPD basis

Each line ends with the natural charge from an NBO analysis.
Element x y z (Å)
C1 0.09 0.91 -1.85  0.49
C2 -1.63 0.95 -0.33  0.45
C3 0.40 0.00 0.23  0.42
N1 -1.04 1.09 -1.53  -0.34
N2 -0.90 0.24 0.52  -0.50
N3 1.20 -0.91 0.58  -0.60
H1 0.84 0.87 -2.63  0.32
H2 -2.60 1.41 -0.12  0.32
H3 -1.24 0.14 1.49  0.50
H4 2.20 -0.83 0.37  0.48
H5 0.95 -1.77 1.09  0.46

HOMO energy (spin up / spin down) in eV: -20.30 / -20.29
Charge: +2
LUMO (spin up / spin down) in eV: -12.313 / -12.313

=====

Entry 6:
Formula: C3H5N3O
Source: OMol25
Level of theory: the ωB97M-V functional and the def2-TZVPD basis

Each line ends with the natural charge from an NBO analysis.
Element x y z (Å)
C1 1.42 -0.32 -0.75  -0.35
C2 1.32 0.90 -0.14  -0.01
C3 -2.27 -0.06 -0.06  0.88
N1 1.07 -0.93 0.56  -0.42
N2 1.06 0.45 1.11  -0.46
N3 -2.87 0.96 -0.09  -0.76
O1 -1.84 -1.13 -0.04  -0.56
H1 1.39 -0.81 -1.70  0.21
H2 1.44 1.92 -0.44  0.20
H3 1.77 -1.53 0.99  0.40
H4 0.15 -1.38 0.60  0.43
H5 -2.64 1.93 -0.06  0.43

HOMO energy in eV: -7.26
LUMO in eV: 0.762

=====

Entry 7:
Formula: C3H5N3O
Source: OMol25
Level of theory: the ωB97M-V functional and the def2-TZVPD basis

Each line ends with the natural charge from an NBO analysis.
Element x y z (Å)
C1 -1.81 -0.06 0.71  0.26
C2 0.94 0.82 -1.31  -0.13
C3 1.83 -0.18 -0.89  0.34
H1 -1.32 -0.90 2.30  0.32
H2 -2.58 0.52 0.05  0.18
H3 0.39 -0.24 0.70  0.41
H4 1.12 1.15 -2.48  0.20
H5 2.64 -0.23 -1.64  0.15
N1 -2.26 -0.61 1.69  -0.60
N2 -0.40 0.25 0.42  -0.47
N3 -0.23 0.81 -0.90  -0.12
O1 1.78 -0.86 0.20  -0.55

HOMO energy in eV: -9.84
LUMO in eV: -0.906

=====

Entry 8:
Formula: C3H5N3O
Source: OMol25
Level of theory: the ωB97M-V functional and the def2-TZVPD basis

Each line ends with the natural charge from an NBO analysis.
Element x y z (Å)
N1 0.05 -0.01 2.06  -0.81
C1 -0.01 -0.01 0.68  0.51
N2 -0.92 -0.48 -0.08  -0.48
C2 -0.43 -0.36 -1.41  0.24
O1 -1.27 -0.80 -2.39  -0.67
C3 0.81 0.16 -1.64  -0.31
N3 1.11 0.44 -0.09  -0.67
H1 -0.83 -0.30 2.48  0.40
H2 0.40 0.84 2.49  0.39
H3 -2.08 -1.08 -1.94  0.48
H4 1.14 1.43 -0.38  0.47
H5 2.04 0.17 0.22  0.44

HOMO energy in eV: -7.67
LUMO in eV: 0.296

=====

Entry 9:
Formula: C3H5N3O
Source: OMol25
Level of theory: the ωB97M-V functional and the def2-TZVPD basis

Each line ends with the natural charge from an NBO analysis.
Element x y z (Å)
C1 1.52 -0.06 0.06  0.42
C2 -0.84 -0.59 0.17  0.80
C3 -0.02 1.70 -0.07  -0.41
N1 2.64 -0.34 0.00  -0.35
N2 -0.44 -1.94 0.06  -0.85
N3 0.26 0.31 0.09  -0.52
O1 -1.93 -0.17 0.50  -0.60
H1 -0.28 1.86 -1.14  0.21
H2 -0.93 1.90 0.59  0.25
H3 0.97 2.22 0.24  0.23
H4 0.24 -2.21 -0.61  0.40
H5 -1.20 -2.69 0.12  0.41

HOMO energy in eV: -10.07
LUMO in eV: 0.608

=====

Entry 10:
Formula: C3H5N3O
Source: OMol25
Level of theory: the ωB97M-V functional and the def2-TZVPD basis

Each line ends with the natural charge from an NBO analysis.
Element x y z (Å)
O1 1.38 1.04 -1.92  -0.69
C1 0.11 0.92 -1.34  -0.09
C2 -0.01 0.02 -0.14  0.27
N1 0.91 -0.80 0.33  -0.29
N2 0.26 -1.37 1.38  -0.36
C3 -0.98 -0.87 1.48  0.18
N3 -1.19 0.01 0.54  -0.49
H1 1.59 0.21 -2.36  0.47
H2 -0.65 0.59 -2.07  0.18
H3 -0.19 1.92 -1.02  0.20
H4 0.71 -2.05 1.96  0.41
H5 -1.69 -1.17 2.24  0.21

HOMO energy in eV: -9.94
LUMO in eV: 0.869